{"formula": "C6H9O2P", "method": "ωB97M-V/def2-TZVPD", "e_above_lowest_kj_mol": 108.9, "e_homo_ev": [-8.688, -8.688], "gap_ev": [8.4044, 8.4039], "total_energy_ha": -725.74515, "charge": 0, "symbols": ["C", "C", "C", "C", "C", "C", "O", "O", "P", "H", "H", "H", "H", "H", "H", "H", "H", "H"], "positions_angstrom": [[1.446, 1.723, 1.094], [-1.555, -3.126, -1.336], [0.087, 1.731, 0.411], [1.429, 0.463, 2.039], [-0.763, -2.051, -1.507], [-0.152, 0.618, -0.591], [-1.463, -1.222, 1.016], [2.268, -0.407, 1.981], [-0.932, -0.837, -0.243], [1.561, 2.566, 1.725], [2.375, 1.669, 0.285], [-1.608, -3.999, -1.967], [-1.712, -3.418, -0.299], [-0.109, 2.834, 0.003], [-0.638, 1.744, 1.378], [0.574, 0.583, 2.734], [-0.445, -1.633, -2.377], [0.026, 0.850, -1.600]]}

{"formula": "C2H5FIN", "method": "ωB97M-V/def2-TZVPD", "e_above_lowest_kj_mol": 433.1, "e_homo_ev": [-7.915, -7.925], "gap_ev": [6.6434, 6.6539], "total_energy_ha": -531.34213, "charge": 0, "symbols": ["C", "C", "N", "F", "I", "H", "H", "H", "H", "H"], "positions_angstrom": [[-0.574, 0.650, -1.084], [-0.565, 1.075, 0.391], [0.380, -1.110, 1.710], [0.346, 1.942, 0.772], [-2.365, 1.363, 1.418], [-0.711, 1.618, -1.764], [0.368, -0.014, -1.187], [-1.486, 0.124, -1.107], [1.206, -0.854, 2.245], [-0.389, -1.158, 2.363]]}

{"formula": "C4H12NO", "method": "ωB97M-V/def2-TZVPD", "e_above_lowest_kj_mol": 133.6, "e_homo_ev": -14.838, "gap_ev": 11.6405, "total_energy_ha": -289.32398, "charge": 1, "symbols": ["C", "O", "C", "H", "H", "H", "H", "H", "H", "C", "C", "N", "H", "H", "H", "H", "H", "H"], "positions_angstrom": [[-0.018, -0.071, -1.600], [-0.861, -1.005, -0.860], [0.766, -0.762, -2.685], [-0.693, 0.661, -2.036], [0.641, 0.440, -0.892], [-0.562, -1.900, -1.075], [0.087, -1.286, -3.360], [1.292, -0.016, -3.278], [1.502, -1.468, -2.302], [-0.406, 1.139, 1.897], [0.719, 1.409, 2.512], [-0.857, -0.256, 1.717], [-1.071, 1.864, 1.455], [1.038, 2.432, 2.611], [1.350, 0.628, 2.928], [-0.622, -0.631, 0.751], [-0.432, -0.853, 2.427], [-1.873, -0.324, 1.790]]}